# 1
Molecular formula: C20H16ClO5PdS4
Method: DFT, wB97M-V/def2-TZVPD

Geometry (Å):
C (-2.71, 2.86, -1.24)
C (1.42, -4.07, -1.05)
C (2.64, 0.11, 2.13)
C (2.28, -0.37, -0.36)
C (-3.91, 2.68, 0.83)
H (2.78, -5.33, 0.06)
H (0.63, 2.08, 0.98)
S (-1.50, -2.31, -1.49)
H (-4.83, 3.19, -1.05)
C (3.58, 0.68, 3.03)
S (3.05, -2.91, 0.59)
H (-4.84, 2.72, 1.39)
H (3.71, 0.22, -5.05)
S (4.64, 0.84, 0.71)
O (-1.50, -3.63, -2.08)
C (-3.90, 2.94, -0.54)
H (-2.70, 3.03, -2.31)
C (3.71, -0.08, -4.01)
O (-2.52, -2.01, -0.53)
C (2.10, -1.88, -0.30)
H (5.59, 1.57, 2.83)
C (1.05, -2.61, -1.10)
H (0.82, -4.79, -1.60)
H (-2.75, 2.10, 2.54)
Cl (-0.88, -0.90, 2.93)
H (3.42, 0.77, 4.09)
C (-1.54, 2.52, -0.59)
C (-0.31, 1.76, 1.42)
C (-2.74, 2.34, 1.48)
C (3.13, -0.43, -1.67)
H (0.98, -2.19, -2.11)
H (-0.61, 2.44, -1.14)
C (3.08, 0.11, 0.84)
O (-0.16, -2.42, -0.40)
H (5.60, -1.12, -3.81)
Pd (-0.56, -0.05, 0.72)
S (2.39, 0.32, -3.01)
O (-1.12, -1.25, -2.39)
O (1.16, 0.29, -0.61)
C (4.68, -0.78, -3.35)
C (4.34, -0.99, -1.99)
H (-0.29, 1.73, 2.51)
C (2.39, -4.36, -0.21)
H (4.95, -1.54, -1.28)
H (1.67, -0.28, 2.43)
C (4.72, 1.10, 2.40)
C (-1.52, 2.26, 0.79)

- largest force on an atom (eV/Å) = 1.03
- 2S+1 = 1
- total charge = -1
- HOMO (spin up / spin down) (eV) = -4.6 / -4.6
- orbital gap (spin up / spin down) (eV) = 5.4 / 5.4
- ΔE to the lowest compared entry with this formula, charge and spin (kcal/mol) = 48.8



# 2
Molecular formula: C13H17N2
Method: DFT, wB97M-V/def2-TZVPD

Geometry (Å):
C (-2.33, -1.93, 2.17)
H (-1.94, -4.01, 3.82)
C (0.43, 0.77, -0.30)
H (-3.12, -0.07, 1.49)
C (-1.21, -2.83, 2.25)
C (-0.07, -1.37, 0.74)
H (1.73, 3.50, -1.91)
H (3.09, 1.82, -2.08)
C (-2.36, -0.84, 1.36)
C (-1.19, -0.51, 0.76)
H (1.43, 1.04, -3.37)
H (-0.23, 0.35, -2.80)
N (-1.32, -3.98, 3.00)
H (-2.76, 1.53, 0.13)
H (-1.35, 2.55, -0.53)
H (3.03, 0.83, -0.45)
C (0.49, 1.26, -2.76)
N (-0.85, 0.72, 0.12)
C (1.06, -0.87, 0.16)
H (0.26, 3.45, -0.96)
H (0.71, -3.27, 1.60)
C (-1.65, 1.68, -0.12)
H (-3.29, -2.40, 2.57)
C (1.27, 1.48, -1.35)
H (-0.20, 1.98, -3.09)
H (2.82, 0.26, -2.15)
H (2.01, 3.15, -0.31)
C (2.67, 1.01, -1.45)
H (2.01, -1.28, -0.08)
C (-0.07, -2.56, 1.49)
H (-0.36, -4.41, 3.19)
C (1.28, 2.97, -1.12)

- largest force on an atom (eV/Å) = 7.98
- 2S+1 = 1
- total charge = +1
- HOMO (spin up / spin down) (eV) = -11.5 / -11.5
- structure (SMILES) = C=[N+]1C(C(C)(C)C)=Cc2cc(N)ccc21
- orbital gap (spin up / spin down) (eV) = 6.5 / 6.2
- ΔE to the lowest compared entry with this formula, charge and spin (kcal/mol) = 161.3



# 3
Molecular formula: C3H3BrClF
Method: DFT, wB97M-V/def2-TZVPD

Geometry (Å):
C (-0.31, 0.26, 0.54)
H (0.78, -0.17, -1.34)
C (0.91, 0.06, -0.19)
F (1.98, 0.76, 0.14)
Cl (0.09, 2.91, 0.62)
C (-0.63, 1.55, -0.15)
Br (-1.10, 1.86, -1.96)
H (-0.99, -0.57, 0.36)
H (-0.34, 0.48, 1.65)

- largest force on an atom (eV/Å) = 3.28
- 2S+1 = 1
- total charge = 0
- HOMO (spin up / spin down) (eV) = -8.1 / -8.0
- orbital gap (spin up / spin down) (eV) = 8.1 / 8.4
- ΔE to the lowest compared entry with this formula, charge and spin (kcal/mol) = 42.9



# 4
Molecular formula: C20H32N9ORuS
Method: DFT, wB97M-V/def2-TZVPD

Geometry (Å):
C (1.02, 2.12, -1.81)
C (-4.29, -0.21, 2.41)
C (-4.13, 0.27, 0.97)
H (-0.66, 3.54, -3.85)
H (1.23, -0.62, -2.50)
H (1.96, 3.41, 0.22)
H (-4.92, -0.10, 0.33)
H (5.32, -0.42, 1.77)
H (2.17, 4.54, -3.24)
N (0.88, 1.46, -2.97)
Ru (1.25, -0.51, -0.62)
H (-0.55, -0.10, -2.66)
C (1.32, -4.57, -1.60)
H (-4.10, 1.36, 0.91)
C (0.08, -3.21, 1.55)
N (-0.85, -0.56, -0.21)
H (0.82, -3.42, 2.32)
H (0.37, 1.64, -4.99)
H (0.61, 4.53, -0.07)
S (3.47, -0.57, -0.69)
H (2.23, 4.89, -0.70)
H (-0.27, -2.19, 1.65)
H (2.00, 2.21, -4.60)
H (1.50, -5.43, -2.22)
N (1.16, -2.55, -0.66)
H (0.53, 4.16, -4.99)
H (-5.25, 0.23, 2.73)
N (1.98, -0.41, 1.29)
C (3.82, -0.23, 3.34)
H (2.09, -0.05, 4.60)
N (0.74, -4.66, -0.35)
C (4.27, -0.38, 2.02)
C (0.65, -3.45, 0.20)
H (-3.47, -2.21, 2.22)
C (1.57, -3.26, -1.79)
H (0.42, -5.51, 0.09)
C (0.47, 0.08, -2.98)
C (0.41, 3.59, -4.07)
C (-4.41, -1.73, 2.50)
N (-2.83, -1.36, -0.33)
C (1.52, 4.10, -0.49)
H (-0.77, -3.88, 1.71)
N (-1.63, -1.56, -0.68)
H (-3.10, 1.42, 3.26)
H (-2.23, -0.13, 3.09)
C (1.15, 4.28, -2.95)
H (0.48, -0.21, 2.71)
C (3.30, -0.45, 1.04)
H (-1.36, 1.20, 0.91)
H (-5.19, -2.11, 1.86)
H (0.56, -0.31, -4.00)
C (0.96, 2.19, -4.26)
C (1.55, -0.26, 2.54)
C (2.46, -0.17, 3.59)
C (-3.20, 0.33, 3.32)
H (2.03, -2.79, -2.64)
H (4.53, -0.17, 4.15)
O (0.99, 1.45, -0.68)
H (0.65, 5.20, -2.65)
N (1.22, 3.41, -1.75)
N (-2.87, -0.21, 0.36)
H (-4.63, -2.03, 3.52)
H (-3.42, 0.09, 4.36)
C (-1.64, 0.28, 0.43)

- largest force on an atom (eV/Å) = 1.54
- 2S+1 = 1
- total charge = +3
- HOMO (spin up / spin down) (eV) = -17.9 / -17.9
- orbital gap (spin up / spin down) (eV) = 5.4 / 5.4
- ΔE to the lowest compared entry with this formula, charge and spin (kcal/mol) = 0.0



# 5
Molecular formula: C19H24N2O6
Method: DFT, wB97M-V/def2-TZVPD

Geometry (Å):
H (0.58, 3.67, 3.09)
C (2.65, 2.48, -2.67)
C (-2.53, -3.14, 0.33)
C (4.94, 2.13, -3.31)
H (0.33, -1.98, 2.03)
C (-1.09, -4.67, 1.44)
H (1.71, 1.50, 0.55)
H (-2.75, 1.98, 3.13)
H (-0.75, -5.15, 2.34)
O (-3.96, -1.62, -0.65)
H (-4.52, 0.57, 2.12)
H (-2.58, -3.46, 2.44)
H (-0.50, -4.62, -1.90)
H (-2.01, 0.68, 2.20)
N (-3.60, -2.13, 0.39)
O (-1.91, 2.51, 1.31)
H (-4.54, 2.14, 1.31)
H (1.43, 0.70, -2.58)
C (0.69, 1.29, 0.91)
H (-3.79, 0.77, 0.51)
C (-0.96, -4.38, -0.95)
C (-1.98, -3.44, -0.90)
C (2.41, 1.12, -2.78)
N (3.20, -1.16, -3.24)
H (0.30, -0.66, 0.02)
C (3.45, 0.29, -3.14)
C (0.48, -0.18, 0.98)
H (0.84, 3.76, 1.36)
O (-4.04, -1.84, 1.49)
C (-3.95, 1.24, 1.48)
C (3.91, 2.99, -2.94)
H (-1.40, 4.47, 1.34)
H (-0.01, 1.71, 0.19)
C (-0.52, -4.99, 0.21)
O (4.14, -1.87, -3.54)
O (2.08, -1.56, -3.01)
H (4.10, 4.05, -2.85)
C (4.72, 0.77, -3.42)
H (-2.34, -2.95, -1.79)
C (0.49, -0.91, 2.08)
H (5.50, 0.08, -3.70)
H (0.64, -0.46, 3.05)
C (0.25, 3.28, 2.13)
C (-2.63, 1.58, 2.12)
H (1.84, 3.14, -2.38)
C (-1.26, 3.57, 1.95)
H (0.28, -5.72, 0.17)
O (0.52, 1.89, 2.18)
C (-2.11, -3.74, 1.50)
H (5.93, 2.53, -3.52)
H (-1.72, 3.77, 2.93)

- largest force on an atom (eV/Å) = 0.78
- 2S+1 = 1
- total charge = 0
- HOMO (eV) = -9.0
- structure (SMILES) = O=[N+]([O-])c1ccccc1.O=[N+]([O-])c1ccccc1.C=CCOCCOCC
- orbital gap (eV) = 8.5
- ΔE to the lowest compared entry with this formula, charge and spin (kcal/mol) = 224.1



# 6
Molecular formula: C18H66CrN2O17
Method: DFT, wB97M-V/def2-TZVPD

Geometry (Å):
Cr (-0.77, 0.20, 0.07)
H (0.42, 3.77, -1.44)
C (0.69, -3.93, -0.32)
H (0.51, -2.55, -1.93)
C (3.17, 4.11, -0.71)
H (2.57, -2.72, -0.23)
H (0.38, 0.62, 2.53)
H (2.79, -0.62, -2.58)
O (-4.73, 3.43, -1.47)
C (0.63, -5.94, 1.26)
H (3.02, 0.87, -3.50)
H (-1.34, 3.54, 3.94)
H (-0.98, -1.89, 3.03)
H (1.09, -6.06, -0.79)
N (-0.04, -3.08, 0.68)
H (0.83, 4.89, -0.26)
H (4.06, 0.86, 0.73)
H (-3.53, -3.13, -0.74)
H (2.63, -4.18, -1.23)
H (2.61, -4.32, 0.54)
H (-2.91, -0.04, 1.76)
H (5.12, 3.29, 0.01)
H (-5.36, 4.14, -1.57)
O (-0.20, 1.00, 1.86)
O (0.65, 0.49, 4.48)
H (-4.14, 2.12, 3.19)
H (-4.99, -0.07, -2.44)
N (2.12, 1.87, -1.08)
O (-1.86, 1.84, -0.34)
H (3.15, 4.95, -0.02)
O (-1.98, 2.35, -2.96)
C (1.17, -3.30, 2.90)
O (0.85, 1.12, -1.02)
H (-0.60, -5.73, -0.42)
H (1.12, -3.61, 3.95)
H (0.51, -1.38, -4.46)
H (-2.35, -0.18, -2.13)
H (-0.62, -0.68, -5.19)
H (-0.89, -3.45, -1.64)
H (-2.63, 2.54, -3.64)
H (-2.05, 2.17, -1.22)
H (3.66, -0.68, -0.11)
C (-0.10, -3.60, 2.08)
C (3.45, 1.17, -1.35)
H (-4.41, -2.84, 0.46)
H (2.04, -3.63, 2.34)
H (-2.24, 2.49, 0.25)
H (5.09, 0.07, -0.41)
H (5.12, 4.34, -1.34)
O (-5.76, -0.12, 0.68)
H (1.89, 3.55, 1.89)
H (-0.04, 3.48, 0.25)
O (0.76, 2.11, -4.23)
C (-1.27, -2.93, 2.86)
O (-1.51, -0.45, -1.77)
H (0.21, -6.95, 1.23)
H (2.79, 4.48, -1.66)
O (-0.30, -0.90, -4.31)
H (0.76, -0.16, 5.18)
H (-2.27, -2.98, 2.43)
C (3.34, 0.32, -2.61)
H (4.37, 2.52, -2.85)
H (-1.28, -5.40, 1.83)
C (-0.29, -5.07, 2.15)
H (-0.03, 1.08, 4.80)
H (-3.27, 1.08, 3.85)
C (2.11, 3.09, -0.18)
H (-2.91, -1.27, 0.88)
C (4.56, 2.22, -1.82)
C (0.19, -3.58, -1.74)
H (-2.97, 4.84, -0.27)
C (2.23, -3.75, -0.31)
H (-1.14, 2.45, -3.41)
C (2.36, 2.76, 1.30)
H (-5.60, -0.61, 1.49)
C (4.05, 0.33, -0.22)
H (-0.96, -0.64, -2.53)
H (-0.38, 4.05, 2.88)
H (1.93, 1.80, 1.61)
O (-3.79, -2.43, -0.14)
H (3.40, 2.72, 1.61)
C (4.60, 3.47, -0.93)
H (1.20, 2.17, -3.38)
H (5.59, 1.84, -1.86)
C (0.76, 3.82, -0.41)
H (-3.99, 1.07, -2.43)
O (0.13, -1.68, 0.55)
H (-0.36, 1.90, 2.17)
H (0.47, 1.20, -4.29)
H (-4.19, 3.68, -0.72)
H (-3.32, 4.88, 1.21)
H (0.39, -4.36, -2.47)
O (-0.77, 3.25, 3.22)
H (-0.10, -5.40, 3.17)
H (4.34, 0.10, -2.98)
C (0.42, -5.46, -0.17)
H (1.70, -5.92, 1.46)
H (-1.48, -3.40, 3.82)
O (-2.96, 4.30, 0.53)
H (-5.17, -0.51, 0.04)
O (-2.42, -0.47, 1.06)
H (1.28, -2.21, 2.91)
O (-3.79, 1.24, 3.07)
O (-4.21, 0.25, -1.99)

- expectation value of S² = 3.95
- largest force on an atom (eV/Å) = 3.47
- 2S+1 = 4
- total charge = +1
- HOMO (spin up / spin down) (eV) = -8.4 / -8.8
- orbital gap (spin up / spin down) (eV) = 5.5 / 5.9



# 7
Molecular formula: C3H4N2
Method: DFT, wB97M-V/def2-TZVPD

Geometry (Å):
C (0.64, -0.64, -1.01)
N (-0.13, -1.25, -0.19)
N (0.91, 0.74, -0.76)
H (-0.59, -0.44, 1.76)
H (1.06, -1.13, -1.88)
C (-0.62, -0.20, 0.69)
H (-1.67, -0.07, 0.40)
C (0.19, 1.00, 0.27)
H (0.21, 1.99, 0.73)

- largest force on an atom (eV/Å) = 0.36
- 2S+1 = 1
- total charge = 0
- HOMO (eV) = -10.4
- structure (SMILES) = C1=NC=NC1
- orbital gap (eV) = 11.1
- ΔE to the lowest compared entry with this formula, charge and spin (kcal/mol) = 18.9



# 8
Molecular formula: C2H5N2
Method: DFT, wB97M-V/def2-TZVPD

Geometry (Å):
H (3.99, -0.29, -0.17)
C (1.89, -0.06, 0.03)
H (-0.17, 0.27, 0.54)
H (-2.93, -0.16, -0.53)
N (3.04, -0.03, 0.00)
H (-0.55, 0.14, -1.18)
H (-2.34, 0.16, 1.28)
N (-0.85, 0.02, -0.15)
C (-2.09, -0.07, 0.18)

- largest force on an atom (eV/Å) = 3.52
- 2S+1 = 1
- total charge = +1
- HOMO (eV) = -16.3
- orbital gap (eV) = 10.8
- ΔE to the lowest compared entry with this formula, charge and spin (kcal/mol) = 19.8